Computed, not measured: a structure of composition C6H9NO, with ωB97M-V with the def2-TZVPD basis set.

Computed properties:
HOMO-LUMO gap   8.99 eV
ΔE to the lowest compared entry with this formula, charge and spin   556.1 kJ/mol
Strongest force on any atom   0.13275 Eh/bohr

Geometry as ORCA input:
```
! RIJCOSX wB97M-V def2-TZVPD def2/J DEFGRID3
* xyz 0 1
H -0.38947 -0.22013 -2.19095
H 0.66507 1.34116 0.23833
C 0.16292 0.49151 -0.19144
H -0.23733 0.71233 2.62320
H -2.76771 0.75679 0.85826
O 2.01225 -1.47876 0.44835
N 2.46121 -0.67925 -1.61496
C 1.68891 -0.78733 -0.49871
H 3.31316 -1.22480 -1.69527
H -1.93688 1.20998 3.16096
C -1.72630 0.61184 1.13826
H -0.70042 -1.51882 0.47624
C -0.71196 -0.52630 0.05513
C -1.28233 0.86903 2.36115
H 2.17869 -0.11166 -2.39532
H -1.89115 0.37201 -1.49259
C -0.83866 0.18237 -1.28062
*
```